Entry 1:
Computed, not measured: C6H12N2O as an isolated structure, with ωB97M-V/def2-TZVPD.

```
! RIJCOSX wB97M-V def2-TZVPD def2/J DEFGRID3
* xyz 0 1
C 1.947 -0.189 1.027
C 1.058 0.386 -0.072
C -0.285 0.851 0.323
C -2.325 0.491 0.152
C -1.631 -0.933 0.185
C -0.374 -0.394 -0.549
H 2.881 -1.363 -1.061
H 4.472 -0.095 0.540
H 1.189 -0.884 1.620
H 2.406 0.657 1.986
H 1.217 0.982 -0.905
H -0.424 0.506 1.321
H -3.300 0.453 -0.522
H -2.676 0.696 1.256
H -2.129 -1.619 -0.436
H -1.772 -1.198 1.345
H -1.127 1.111 -1.972
H -0.009 -0.223 -2.514
N 3.095 -0.892 0.440
N -0.819 0.077 -1.966
O -1.393 1.581 -0.198
*
```

## Properties
HOMO level: -8.62 eV
Energy relative to the best compared isomer or geometry (same formula, charge and spin): 13.1433 eV
M: 128.17 g/mol
LUMO level: -0.489 eV
Orbital gap: 8.136 eV
Energy: -420.10089 Eh

Löwdin atomic charge list, values in e, 2 entries: -0.393 -0.143


Entry 2:
Computed, not measured: a 2-piece molecular cluster, C3H11NO3 overall, with ωB97M-V/def2-TZVPD.

```
! RIJCOSX wB97M-V def2-TZVPD def2/J DEFGRID3
* xyz 0 1
O -1.184 -2.201 0.043
C -1.934 -0.999 -0.085
C -0.929 -0.019 -0.705
N 0.287 0.070 0.093
C 1.365 0.852 -0.481
O 1.082 1.190 -1.863
H -1.826 -2.915 0.114
H -2.233 -0.590 0.889
H -2.835 -0.946 -0.723
H -1.334 0.964 -0.872
H -0.772 -0.395 -1.728
H 0.547 -0.915 0.149
H 2.275 0.228 -0.481
H 1.468 1.740 0.128
H 1.968 1.326 -2.223
O 1.207 1.226 2.627
H 2.085 0.925 2.878
H 0.762 0.459 2.241
*
```

## Properties
HOMO level: -9.09 eV
Energy relative to the best compared isomer or geometry (same formula, charge and spin): 2.1150 eV
M: 109.12 g/mol
LUMO level: 0.764 eV
Structure (SMILES): OCCNCO.O
Orbital gap: 9.851 eV
Energy: -401.33533 Eh

Löwdin atomic charge list, values in e, 2 entries: -0.066 -0.248